# 1
The following is a quantum chemistry calculation of a structure of composition C14H18F6IrN4O7S2, from OMol25.

Values from the calculation:
HOMO level	-11.65	eV
Kohn-Sham gap	8.140	eV
total charge	+1
ΔE to the lowest compared entry with this formula, charge and spin	0.00	kJ/mol
lowest unoccupied orbital energy	-3.5	eV
2S+1	1

Geometry as XYZ:
```
52
Properties=species:S:1:pos:R:3:forces:R:3
Ir 0.159091 -0.296044 -0.296293 -0.18 0.24 -0.24
O 1.734938 -0.949421 1.504663 -0.58 -0.16 -0.10
C 1.443467 -0.400025 2.810439 0.18 0.15 -0.02
C 2.149820 0.934160 2.906785 -0.10 0.01 -0.09
C 1.732866 1.898795 1.779766 0.05 -0.22 0.19
C 0.247391 2.036818 1.708969 -0.02 0.03 -0.35
C -0.424684 2.854738 2.600812 -0.04 0.09 0.00
C -1.800388 2.971246 2.544891 0.00 0.05 0.09
C -2.490796 2.270336 1.572755 -0.03 0.06 -0.04
C -1.786529 1.458776 0.715737 0.12 0.09 0.01
N -0.440225 1.332974 0.776644 0.19 -0.01 0.91
H 1.450251 -1.888945 1.490008 0.13 -0.04 0.07
H 1.793387 -1.080120 3.585903 0.07 -0.08 -0.07
H 0.360212 -0.295793 2.913780 -0.01 0.01 0.03
H 3.230016 0.788882 2.853468 0.00 -0.04 0.08
H 1.920012 1.359400 3.886266 0.03 0.08 -0.04
H 2.099055 1.542132 0.821314 0.09 0.10 0.05
H 2.186692 2.872070 1.963001 -0.05 0.04 -0.02
H 0.148333 3.402212 3.337270 0.02 0.00 -0.02
H -2.325840 3.602338 3.249214 0.01 0.01 -0.01
H -3.563463 2.345488 1.470821 0.01 -0.04 0.00
H -2.281594 0.902243 -0.065311 -0.03 -0.05 0.01
F -1.721103 -4.805386 2.375472 0.01 -0.12 0.01
C -1.974037 -3.526166 2.241995 -0.24 0.23 -0.10
F -1.580693 -2.860246 3.321745 -0.01 -0.05 0.03
F -3.259098 -3.316878 2.024298 0.02 -0.06 0.06
S -0.999123 -2.847436 0.835904 0.01 0.52 0.28
O -1.349689 -1.379984 0.866332 0.18 -0.62 -0.20
O 0.390773 -3.099992 1.139998 -0.13 -0.26 0.14
N -1.530378 -3.624812 -0.384553 -0.05 0.22 -0.14
S -1.166601 -3.062810 -1.828281 0.30 0.09 0.07
O -0.860181 -4.072786 -2.767427 0.04 -0.04 0.05
O -0.200141 -1.940345 -1.736313 0.25 -0.37 0.07
C -2.790550 -2.351084 -2.347986 -0.11 0.02 0.09
F -3.708149 -3.296876 -2.239284 0.05 -0.07 -0.11
F -2.697174 -1.945774 -3.598686 0.01 0.12 -0.04
F -3.118796 -1.343408 -1.551506 0.00 -0.02 0.02
C 3.008560 1.125674 -3.097282 -0.05 -0.02 0.03
C 1.799913 0.831762 -2.281083 0.06 0.13 -0.38
N 1.831455 0.265104 -1.128409 0.66 0.25 -0.12
O 3.066815 -0.096388 -0.650208 -0.04 -0.14 0.17
C 0.465886 1.118328 -2.726004 -0.03 0.12 -0.09
C 0.117474 1.822999 -3.991625 0.03 0.03 0.04
N -0.463662 0.713496 -1.889204 -0.71 -0.27 -0.18
O -1.678914 0.886516 -2.075709 -0.10 0.05 -0.02
H 3.911282 1.091197 -2.497590 0.01 0.01 0.01
H 2.911871 2.099010 -3.575599 -0.02 -0.01 0.00
H 3.087425 0.372676 -3.885753 0.01 0.02 0.00
H 2.887726 -0.431383 0.253786 0.00 -0.05 -0.08
H 0.681907 1.411606 -4.828394 0.00 0.00 0.00
H 0.340462 2.890342 -3.924283 -0.01 0.00 -0.01
H -0.945276 1.710793 -4.185258 0.00 -0.02 -0.02
```
Positions in Å, forces in eV/Å.

***

# 2
The following is a quantum chemistry calculation of a cluster of 7 separate species, C45H39BrO15P in total in a non-equilibrium geometry, from OMol25.

Values from the calculation:
HOMO level	-11.68	eV
Kohn-Sham gap	7.987	eV
total charge	+1
lowest unoccupied orbital energy	-3.7	eV
2S+1	1

Geometry as XYZ:
```
101
Properties=species:S:1:pos:R:3:forces:R:3
C -1.561034 6.258883 1.686823 -1.67 -0.63 0.58
C -2.017932 5.126995 1.557496 0.49 -0.43 -0.11
C -2.526255 3.645638 1.435649 0.25 1.55 0.25
P -1.794273 2.752296 -0.050486 -1.20 -0.89 -0.68
O -3.004569 1.674163 -0.601509 3.02 1.60 0.76
C -0.310796 1.709080 0.356539 -0.21 -0.26 1.06
C 0.926494 2.522702 0.954684 0.79 -1.00 -0.08
C 2.235047 1.600797 0.700154 0.02 1.05 -0.04
Br 1.905993 -0.300592 1.266854 0.25 1.13 -0.27
C -1.541471 3.990258 -1.420622 -0.11 0.35 -1.02
C -0.398752 3.605258 -2.472750 -0.21 1.48 -0.66
C 0.841207 4.595690 -2.278531 0.81 -1.11 0.35
O 1.903670 4.163185 -1.876089 -1.67 1.09 -0.44
O 0.636184 5.948096 -2.633799 -0.59 -1.72 0.95
H -1.525739 7.339793 2.002151 0.38 -1.80 -0.75
H -2.286814 3.098006 2.404932 -0.35 0.53 -1.36
H -3.651369 3.680030 1.268677 1.35 -0.18 0.24
H -2.475619 0.924038 -0.972400 -0.86 0.12 0.34
H -0.647848 0.990267 1.181277 0.10 0.86 -1.22
H -0.031436 1.025745 -0.517008 -0.38 1.13 0.92
H 0.873238 2.639814 2.088545 -0.38 -0.03 -1.57
H 1.013405 3.543812 0.461744 0.26 -1.33 0.61
H 2.529039 1.599628 -0.390162 -0.44 -0.17 1.24
H 3.113978 1.939821 1.330089 -1.20 -0.36 -0.72
H -1.339725 5.049398 -1.070304 -0.41 -1.39 0.07
H -2.524822 4.035769 -2.001718 1.09 -0.19 1.08
H -0.816068 3.860637 -3.503633 0.53 -0.59 1.30
H -0.098295 2.521187 -2.430150 -0.01 1.32 -0.09
H 0.703087 6.523864 -1.844584 0.41 -0.37 -0.54
C 2.061576 -4.532104 -3.741471 -0.21 0.12 -0.14
C 1.090141 -3.637656 -3.563332 0.07 -0.13 -0.13
C 0.937849 -2.915724 -2.280982 -0.15 0.12 0.05
O 0.048765 -2.098169 -2.116533 0.14 0.01 -0.04
C 1.905719 -3.223730 -1.205261 0.07 -0.07 0.08
C 2.876791 -4.117164 -1.382405 -0.05 0.12 0.10
C 3.030350 -4.839950 -2.664604 0.25 -0.24 -0.04
O 3.916567 -5.653202 -2.827541 -0.15 0.16 0.03
H 2.187889 -5.070362 -4.672455 0.03 -0.02 0.03
H 0.373954 -3.399830 -4.340070 -0.02 0.01 0.03
H 1.778328 -2.685309 -0.275497 0.02 -0.04 0.00
H 3.591266 -4.353629 -0.605124 -0.07 -0.01 0.01
C -4.277008 -2.626908 -0.896001 -0.05 -0.16 0.04
C -5.528733 -2.886567 -1.267757 0.20 -0.10 0.08
C -6.663917 -2.102821 -0.737371 -0.26 -0.23 -0.14
O -7.806585 -2.338355 -1.073781 0.18 0.15 0.04
C -6.354535 -1.018029 0.221586 0.11 0.26 0.20
C -5.101771 -0.758883 0.592994 -0.26 0.11 0.02
C -3.968084 -1.543532 0.061494 -0.08 -0.26 -0.11
O -2.823179 -1.306597 0.397953 0.21 0.30 -0.01
H -3.433853 -3.190756 -1.274200 0.02 0.06 -0.01
H -5.771259 -3.675171 -1.968330 -0.01 0.04 0.00
H -7.197856 -0.453706 0.599960 -0.03 -0.04 -0.02
H -4.858678 0.030270 1.293824 0.02 -0.03 0.01
C 6.843032 -3.792953 2.002822 -0.14 -0.17 -0.18
C 5.589839 -4.053556 1.633479 0.14 -0.04 -0.03
C 4.454323 -3.267954 2.164681 -0.12 -0.02 0.01
O 3.307231 -3.506603 1.828940 0.10 0.09 -0.04
C 4.762988 -2.181571 3.120097 0.08 0.12 0.12
C 6.015834 -1.920260 3.490004 -0.26 0.08 0.02
C 7.152703 -2.705610 2.958929 0.36 0.07 0.12
O 8.294304 -2.467196 3.293518 -0.22 -0.04 -0.07
H 7.685995 -4.357757 1.625003 0.02 0.03 0.03
H 5.346376 -4.844747 0.934894 0.00 -0.02 0.03
H 3.919576 -1.617058 3.497843 -0.02 -0.03 -0.01
H 6.259209 -1.129490 4.188604 0.04 -0.02 -0.01
C -0.705155 -5.402334 4.822362 -0.12 -0.21 -0.06
C -1.110615 -6.177884 3.817443 0.01 0.03 0.26
C -0.846150 -5.809295 2.408433 -0.08 -0.20 -0.25
O -1.217092 -6.514280 1.491010 0.05 0.14 0.13
C -0.113247 -4.548215 2.159734 0.11 0.23 0.06
C 0.291841 -3.773287 3.164252 -0.06 -0.01 -0.25
C 0.027839 -4.140926 4.572600 0.10 0.16 0.24
O 0.399349 -3.434313 5.489256 -0.06 -0.08 -0.16
H -0.890314 -5.655587 5.858703 0.03 0.04 0.00
H -1.647219 -7.103934 3.982112 0.01 0.00 -0.05
H 0.072261 -4.294477 1.123369 -0.01 -0.04 -0.01
H 0.828196 -2.847711 2.998955 0.04 -0.03 0.04
C -5.910282 -0.625188 -4.525848 -0.14 0.14 -0.02
C -6.346406 0.280426 -5.400564 -0.07 -0.12 0.24
C -5.517539 0.693465 -6.555673 -0.15 0.22 -0.27
O -5.912702 1.519767 -7.351676 0.10 -0.13 0.17
C -4.187062 0.060308 -6.701866 0.23 -0.15 0.07
C -3.751428 -0.845300 -5.826784 0.07 0.14 -0.17
C -4.580103 -1.257727 -4.672350 0.07 -0.21 0.11
O -4.183741 -2.085689 -3.873969 -0.02 0.17 -0.22
H -6.503035 -0.938637 -3.674962 -0.01 -0.04 -0.01
H -7.316815 0.752245 -5.308802 0.01 0.01 -0.05
H -3.594795 0.373426 -7.552591 -0.05 0.01 -0.02
H -2.781114 -1.317538 -5.918316 -0.03 -0.03 0.03
C 3.672224 6.371608 1.491596 -0.08 -0.25 -0.17
C 3.722530 5.060394 1.720432 -0.09 0.17 -0.15
C 4.032476 4.528332 3.065679 0.08 -0.13 0.12
O 4.079885 3.331510 3.273646 -0.12 0.01 -0.11
C 4.281929 5.506697 4.146787 0.02 0.18 0.10
C 4.231367 6.818619 3.918401 0.03 -0.19 0.17
C 3.921757 7.351847 2.573090 0.05 0.40 0.03
O 3.872969 8.546075 2.363049 -0.05 -0.24 -0.01
H 3.448231 6.779077 0.513442 0.05 0.04 0.01
H 3.540238 4.329853 0.941292 0.06 0.01 -0.03
H 4.506100 5.098642 5.124318 0.00 -0.04 -0.03
H 4.411947 7.548412 4.697665 0.00 0.02 -0.05
```
Positions in Å, forces in eV/Å.

***

# 3
The following is a quantum chemistry calculation of a cluster of 3 separate species, C10H21N4O2 in total in a non-equilibrium geometry, from OMol25.

Values from the calculation:
HOMO level	-12.67	eV
Kohn-Sham gap	8.337	eV
total charge	+1
ΔE to the lowest compared entry with this formula, charge and spin	0.00	kJ/mol
lowest unoccupied orbital energy	-4.3	eV
2S+1	1

Geometry as XYZ:
```
37
Properties=species:S:1:pos:R:3:forces:R:3
N 3.748237 -0.821983 0.127516 -0.77 -0.35 -2.02
C 2.667717 -0.022243 0.037107 -0.24 0.28 0.31
N 2.538000 0.846253 -0.956323 0.40 -0.12 0.05
N 1.684510 -0.141353 1.020474 0.23 0.33 -0.60
C 0.370024 -0.122896 0.425584 -0.90 0.62 -0.08
C -0.177360 -1.258183 -0.124437 1.10 -1.05 0.17
C -1.425129 -1.253689 -0.718097 0.13 0.69 0.24
N -2.145054 -0.138323 -0.801038 0.13 -0.04 -0.09
C -1.598342 0.965263 -0.290378 -0.38 0.39 0.02
C -0.373159 1.042344 0.346844 0.26 -0.40 0.12
H 4.375044 -0.630461 -0.652270 0.41 0.10 0.34
H 3.487483 -1.807419 0.046616 0.20 -0.06 1.20
H 2.171723 1.784397 -0.821227 -0.75 -0.21 0.00
H 2.737193 0.558700 -1.902676 0.62 0.30 -0.02
H 1.779925 0.605922 1.704307 0.15 -0.39 0.49
H 0.383959 -2.183604 -0.095565 -0.09 -0.17 0.08
H -1.805832 -2.180956 -1.112094 -0.28 -0.05 -0.12
H -2.169154 1.877748 -0.394656 -0.22 0.01 -0.01
H 0.021937 1.959861 0.755102 -0.17 0.29 -0.06
C -2.139768 -5.893328 1.759279 0.11 0.01 -0.01
C -2.166908 -4.593365 0.980163 -0.04 -0.27 -0.13
O -1.138807 -4.555865 -0.016686 0.04 0.24 0.05
H -1.170540 -6.028859 2.239604 -0.01 0.04 0.04
H -2.915500 -5.906672 2.524941 -0.02 -0.01 -0.01
H -2.296556 -6.745310 1.094310 -0.09 0.01 0.01
H -1.991663 -3.746180 1.642131 0.05 0.05 -0.07
H -3.139852 -4.457626 0.497722 -0.03 0.07 0.09
H -1.284257 -5.297768 -0.611557 0.03 -0.03 -0.01
C 0.076155 6.109063 -1.228448 0.08 -0.06 -0.05
C -0.099722 4.795403 -0.495773 0.18 0.23 0.08
O 1.163844 4.120638 -0.338603 -0.05 -0.38 0.01
H 0.517657 5.940776 -2.210635 -0.06 -0.02 -0.03
H -0.880058 6.615616 -1.355978 0.00 0.01 0.02
H 0.747675 6.771449 -0.678159 -0.08 0.04 0.05
H -0.752886 4.126287 -1.053763 0.10 -0.11 0.00
H -0.537806 4.958197 0.493081 -0.08 -0.02 -0.04
H 1.737267 4.708168 0.163583 0.04 0.05 -0.04
```
Positions in Å, forces in eV/Å.

***

# 4
The following is a quantum chemistry calculation of the ion C5H11NO with charge +1 in a non-equilibrium geometry, from OMol25.

Values from the calculation:
HOMO level (alpha / beta)	-15.80 / -15.77	eV
Kohn-Sham gap (alpha / beta)	11.975 / 6.675	eV
total charge	+1
ΔE to the lowest compared entry with this formula, charge and spin	192.33	kJ/mol
lowest unoccupied orbital energy (alpha / beta)	-3.8 / -9.1	eV
2S+1	2
expectation value of S²	0.7635

Geometry as XYZ:
```
18
Properties=species:S:1:pos:R:3:forces:R:3
O -2.648739 -0.957114 1.013483 0.11 0.12 0.34
C -2.052487 -1.294221 0.045702 -0.50 0.29 -0.33
N -0.756037 -0.729710 -0.254632 0.19 -0.95 0.30
C -0.040448 -0.049086 0.731866 -0.36 0.81 0.50
C 0.529629 1.355656 0.289397 0.13 -0.03 -0.59
C 1.795999 1.400724 -0.582684 0.07 0.06 0.10
C 2.418182 0.073952 -1.064396 -1.12 -0.18 0.69
H -2.435657 -2.007548 -0.684804 0.25 -0.11 -0.26
H -0.278489 -1.134239 -1.060267 0.13 0.27 -0.10
H -0.727375 0.152083 1.544499 -0.12 -0.20 0.18
H 0.802628 -0.636785 1.118160 0.14 -0.16 -0.27
H -0.293865 1.872808 -0.200970 -0.08 0.01 0.12
H 0.700316 1.833460 1.250661 -0.02 0.03 0.09
H 2.535944 1.964166 -0.017541 0.11 -0.11 0.05
H 1.594376 2.019442 -1.449047 -0.14 0.09 -0.15
H 2.185530 -0.099302 -2.111538 0.77 0.19 -0.25
H 1.939002 -0.790265 -0.585328 0.23 0.05 0.26
H 3.455913 0.036336 -0.754137 0.19 -0.19 -0.67
```
Positions in Å, forces in eV/Å.

***

# 5
The following is a quantum chemistry calculation of a cluster of 2 separate species, C6H12O in total in a non-equilibrium geometry, from OMol25.

Values from the calculation:
HOMO level	-8.79	eV
Kohn-Sham gap	9.669	eV
SMILES string	C=C/C(C)=C/C.O
total charge	0
ΔE to the lowest compared entry with this formula, charge and spin	317.00	kJ/mol
lowest unoccupied orbital energy	0.9	eV
2S+1	1

Geometry as XYZ:
```
19
Properties=species:S:1:pos:R:3:forces:R:3
C 1.259521 1.194437 -1.654332 -0.17 3.45 0.73
C 0.256190 1.636603 -0.911737 1.17 -1.07 0.47
C -0.710559 0.704959 -0.284410 0.85 -1.93 3.32
C -1.977325 0.479330 -0.960382 -3.67 0.86 2.25
C -0.399360 0.027684 0.888187 2.69 2.26 -2.00
C -1.249130 -0.916669 1.625437 -1.78 -3.19 -0.97
H 1.598440 0.286112 -1.853828 0.06 -4.62 -0.89
H 2.055254 1.822604 -1.982427 0.18 1.29 -0.09
H 0.425740 2.628388 -0.544655 -0.89 0.79 -0.08
H -2.630294 -0.393957 -0.521264 1.75 1.04 -1.59
H -1.771335 0.606464 -2.001179 -0.80 -0.57 -0.90
H -2.712328 1.334254 -0.606624 1.34 -1.00 -1.06
H 0.635323 0.331444 1.263367 -1.45 -0.73 -0.13
H -0.968881 -1.403890 2.572955 0.65 0.93 -0.28
H -1.574044 -1.933204 1.018643 0.78 2.59 0.89
H -2.172933 -0.388206 1.794427 -0.69 -0.14 0.35
O 2.458468 -2.239884 0.828856 0.52 -2.15 -2.18
H 1.687256 -1.901940 0.395139 -0.57 0.72 0.26
H 2.684038 -1.827053 1.618007 0.01 1.47 1.91
```
Positions in Å, forces in eV/Å.